(1)
{"formula": "C27H27BrIMgN5O2", "method": "ωB97M-V with the def2-TZVPD basis set", "energy_ev": -123574.5693, "spin_multiplicity": 1, "orbital_gap_ev": 7.728, "symbols": ["Mg", "C", "C", "N", "C", "C", "C", "C", "C", "C", "C", "N", "C", "C", "N", "N", "H", "H", "H", "H", "H", "H", "H", "H", "H", "H", "H", "H", "H", "H", "H", "H", "H", "H", "I", "C", "C", "C", "C", "C", "C", "C", "C", "C", "C", "H", "H", "H", "H", "H", "H", "Br", "C", "C", "N", "C", "C", "C", "C", "O", "O", "H", "H", "H"], "xyz": [[-0.489, 0.020, 0.059], [-3.285, 1.951, 0.168], [-2.727, 2.069, 1.584], [-1.293, 1.769, 1.631], [-0.433, 2.921, 1.360], [-0.233, 3.136, -0.127], [0.162, 4.353, -0.657], [0.361, 4.441, -2.027], [0.164, 3.322, -2.818], [-0.219, 2.137, -2.207], [-0.365, 0.848, -2.998], [-0.907, -0.257, -2.205], [-2.324, -0.549, -2.439], [-3.193, 0.547, -1.843], [-2.907, 0.668, -0.415], [-0.419, 2.063, -0.895], [-2.870, 2.742, -0.459], [-4.371, 2.104, 0.193], [-3.244, 1.358, 2.229], [-2.945, 3.070, 1.972], [-1.043, 1.365, 2.524], [0.543, 2.720, 1.801], [-0.821, 3.841, 1.812], [0.308, 5.210, -0.012], [0.671, 5.378, -2.474], [0.315, 3.359, -3.890], [0.634, 0.578, -3.345], [-0.975, 1.040, -3.888], [-0.365, -1.096, -2.361], [-2.545, -1.496, -1.942], [-2.552, -0.663, -3.504], [-4.248, 0.345, -2.054], [-2.952, 1.503, -2.318], [-3.380, -0.077, 0.090], [-2.570, -1.465, 2.390], [-1.627, -3.278, 1.886], [-2.078, -4.348, 2.603], [-1.504, -5.618, 2.396], [-0.497, -5.747, 1.489], [-0.032, -4.637, 0.740], [1.017, -4.833, -0.188], [1.456, -3.786, -0.934], [0.858, -2.513, -0.783], [-0.161, -2.204, 0.107], [-0.601, -3.329, 0.897], [-2.866, -4.227, 3.334], [-1.862, -6.468, 2.962], [-0.027, -6.709, 1.320], [1.455, -5.820, -0.282], [2.269, -3.917, -1.640], [1.288, -1.726, -1.398], [6.026, 0.045, 3.916], [5.249, 0.569, 2.272], [6.023, 1.231, 1.331], [5.538, 1.616, 0.153], [4.263, 1.337, -0.114], [3.416, 0.696, 0.780], [3.920, 0.305, 2.009], [1.975, 0.458, 0.428], [1.643, 0.410, -0.779], [1.148, 0.334, 1.380], [7.063, 1.457, 1.536], [3.885, 1.639, -1.084], [3.281, -0.190, 2.728]], "nbo_charge": [1.72, -0.23, -0.23, -0.68, -0.27, 0.23, -0.26, -0.14, -0.26, 0.26, -0.27, -0.70, -0.22, -0.23, -0.69, -0.55, 0.20, 0.18, 0.20, 0.18, 0.40, 0.25, 0.19, 0.22, 0.22, 0.22, 0.24, 0.19, 0.41, 0.22, 0.18, 0.19, 0.19, 0.39, 0.08, -0.09, -0.26, -0.22, -0.21, 0.02, -0.23, -0.22, -0.30, -0.52, -0.16, 0.22, 0.21, 0.21, 0.20, 0.20, 0.20, 0.06, -0.14, 0.01, -0.41, 0.07, -0.18, -0.16, 0.76, -0.78, -0.82, 0.20, 0.21, 0.25]}

=====

(2)
{"formula": "C49H57BrN6O5Ti", "method": "ωB97M-V with the def2-TZVPD basis set", "charge": -2, "s2": 2.082, "energy_ev": -164078.0406, "spin_multiplicity": 3, "orbital_gap_ev": [4.202, 6.033], "symbols": ["Ti", "N", "C", "C", "O", "O", "H", "H", "H", "H", "Br", "C", "C", "C", "C", "C", "C", "N", "N", "C", "C", "C", "C", "O", "C", "N", "C", "C", "C", "C", "H", "H", "H", "H", "H", "H", "H", "H", "H", "C", "C", "C", "C", "C", "C", "C", "C", "C", "C", "C", "C", "N", "C", "C", "C", "C", "C", "C", "C", "N", "C", "C", "C", "C", "C", "C", "C", "C", "C", "C", "C", "C", "H", "H", "H", "H", "H", "H", "H", "H", "H", "H", "H", "H", "H", "H", "H", "H", "H", "H", "H", "H", "H", "H", "H", "H", "H", "H", "H", "H", "H", "H", "H", "H", "H", "H", "H", "H", "H", "H", "H", "O", "H", "H", "C", "O", "H", "H", "H"], "xyz": [[-0.426, -1.295, 0.174], [0.874, 0.334, -0.226], [2.078, -0.083, -0.962], [2.437, -1.502, -0.516], [3.571, -1.923, -0.636], [1.414, -2.125, -0.034], [0.346, 1.067, -0.681], [1.110, 0.700, 0.691], [2.921, 0.588, -0.795], [1.859, -0.112, -2.030], [4.546, 1.853, -6.113], [3.221, 0.518, -6.443], [3.093, -0.558, -5.578], [2.117, -1.510, -5.804], [1.239, -1.420, -6.913], [1.428, -0.324, -7.781], [2.392, 0.636, -7.549], [0.285, -2.347, -7.268], [-0.187, -3.244, -6.410], [-0.378, -3.014, -5.072], [-0.479, -4.152, -4.257], [-0.624, -4.091, -2.874], [-0.688, -2.878, -2.215], [-0.919, -2.773, -0.891], [-0.610, -1.699, -2.985], [-0.644, -0.530, -2.285], [-0.804, 0.595, -2.941], [-0.938, 0.649, -4.332], [-0.796, -0.514, -5.054], [-0.563, -1.738, -4.404], [3.753, -0.651, -4.724], [2.029, -2.346, -5.125], [0.780, -0.252, -8.648], [2.505, 1.475, -8.223], [-0.404, -5.112, -4.753], [-0.697, -4.999, -2.287], [-0.838, 1.511, -2.351], [-1.116, 1.595, -4.824], [-0.890, -0.494, -6.129], [-3.998, 4.408, 2.047], [-3.712, 3.330, 0.989], [-4.036, 1.947, 1.572], [-2.364, 3.633, 0.297], [-2.516, 4.658, -0.639], [-1.474, 5.218, -1.353], [-0.195, 4.761, -1.091], [0.029, 3.736, -0.190], [1.471, 3.426, 0.179], [2.378, 3.203, -1.032], [2.035, 4.544, 1.063], [-1.048, 3.081, 0.489], [-0.711, 1.970, 1.248], [-1.280, 1.819, 2.438], [-1.347, 0.717, 3.328], [-2.025, 1.062, 4.549], [-2.141, 0.256, 5.644], [-1.557, -1.019, 5.603], [-0.933, -1.409, 4.432], [-0.830, -0.635, 3.268], [-0.153, -1.258, 2.161], [1.022, -1.945, 2.656], [1.158, -3.344, 2.817], [2.385, -3.835, 3.274], [3.448, -3.023, 3.608], [3.280, -1.655, 3.507], [2.089, -1.117, 3.049], [1.972, 0.400, 2.991], [1.858, 0.997, 4.397], [3.151, 1.035, 2.241], [0.155, -4.471, 2.565], [-1.318, -4.180, 2.832], [0.378, -5.102, 1.186], [-5.003, 4.277, 2.458], [-3.923, 5.413, 1.625], [-3.286, 4.337, 2.871], [-4.442, 3.498, 0.192], [-4.030, 1.959, 2.661], [-3.337, 1.183, 1.267], [-5.039, 1.647, 1.254], [-3.519, 5.040, -0.809], [-1.655, 6.005, -2.075], [0.650, 5.226, -1.586], [1.460, 2.527, 0.794], [2.481, 4.115, -1.624], [1.989, 2.429, -1.698], [3.380, 2.906, -0.715], [2.067, 5.491, 0.517], [3.050, 4.304, 1.392], [1.410, 4.682, 1.947], [-1.801, 2.693, 2.832], [-2.446, 2.061, 4.602], [-2.656, 0.611, 6.529], [-1.593, -1.692, 6.450], [-0.483, -2.391, 4.421], [2.493, -4.911, 3.372], [4.385, -3.447, 3.947], [4.089, -0.992, 3.791], [1.044, 0.663, 2.476], [2.746, 0.755, 4.987], [0.980, 0.612, 4.917], [1.770, 2.086, 4.338], [4.039, 1.081, 2.875], [2.910, 2.062, 1.946], [3.420, 0.464, 1.350], [0.442, -5.242, 3.291], [-1.665, -3.292, 2.320], [-1.510, -4.045, 3.898], [-1.924, -5.016, 2.483], [0.122, -4.423, 0.385], [-0.237, -6.002, 1.085], [1.427, -5.375, 1.054], [-3.494, -3.435, 0.444], [-2.757, -3.619, -0.156], [-3.270, -2.546, 0.749], [-3.126, -0.544, -0.782], [-2.113, -0.682, 0.182], [-3.109, 0.465, -1.206], [-4.106, -0.714, -0.332], [-2.995, -1.268, -1.591]], "mulliken_spin": [0.05, 0.00, 0.01, 0.01, 0.00, 0.01, 0.00, -0.01, 0.00, 0.00, 0.00, 0.09, -0.04, 0.11, -0.03, 0.07, -0.03, 0.26, 0.29, -0.09, 0.16, -0.10, 0.15, 0.04, 0.04, 0.04, -0.03, 0.06, -0.02, 0.01, 0.00, 0.01, 0.01, 0.00, 0.02, 0.00, -0.01, 0.01, 0.00, 0.00, -0.02, 0.01, 0.07, -0.04, 0.05, -0.03, 0.02, 0.00, 0.00, 0.01, -0.07, 0.18, 0.28, -0.03, 0.13, -0.10, 0.26, -0.18, 0.26, -0.02, 0.03, 0.00, 0.00, 0.00, 0.00, -0.03, 0.00, 0.01, 0.00, 0.00, 0.00, 0.00, 0.00, 0.00, 0.00, 0.01, 0.01, -0.01, 0.00, 0.00, 0.01, 0.00, 0.00, 0.00, 0.00, 0.00, 0.00, 0.00, 0.00, 0.06, 0.02, -0.01, 0.02, -0.01, 0.00, 0.00, 0.00, -0.01, 0.00, 0.00, 0.00, 0.00, 0.00, 0.00, 0.00, 0.01, 0.00, 0.00, 0.00, 0.00, 0.00, 0.00, 0.00, 0.00, -0.01, -0.01, 0.00, 0.00, 0.00]}

=====

(3)
{"formula": "C3H9NO2S", "method": "ωB97M-V with the def2-TZVPD basis set", "energy_ev": -19676.3823, "spin_multiplicity": 1, "orbital_gap_ev": 9.783, "symbols": ["N", "C", "C", "O", "C", "S", "H", "H", "H", "H", "H", "H", "H", "O", "H", "H"], "xyz": [[-0.542, 0.971, 1.144], [0.706, 1.027, 0.345], [1.383, 2.352, 0.654], [1.401, 3.246, -0.146], [0.516, 0.842, -1.154], [-0.744, -0.429, -1.562], [-1.338, 1.277, 0.582], [-0.543, 1.547, 1.972], [1.291, 0.225, 0.813], [1.820, 2.489, 1.654], [0.138, 1.758, -1.592], [1.451, 0.557, -1.619], [0.059, -1.490, -1.371], [-2.178, -4.997, 0.065], [-1.734, -4.597, -0.653], [-1.685, -4.776, 0.867]], "nbo_charge": [-0.82, -0.17, 0.43, -0.52, -0.52, -0.04, 0.37, 0.36, 0.19, 0.11, 0.24, 0.23, 0.12, -0.94, 0.47, 0.47]}

=====

(4)
{"formula": "C17H17N3O4", "method": "ωB97M-V with the def2-TZVPD basis set", "energy_ev": -30563.7558, "spin_multiplicity": 1, "orbital_gap_ev": 8.308, "symbols": ["C", "C", "C", "O", "N", "C", "C", "C", "C", "C", "N", "C", "O", "C", "C", "C", "C", "C", "N", "O", "O", "C", "C", "C", "H", "H", "H", "H", "H", "H", "H", "H", "H", "H", "H", "H", "H", "H", "H", "H", "H"], "xyz": [[-1.796, 6.297, 0.717], [-2.515, 5.155, 1.435], [-1.642, 3.913, 1.463], [-1.044, 3.548, 2.449], [-1.597, 3.279, 0.252], [-0.873, 2.147, -0.121], [-0.978, 1.705, -1.441], [-0.262, 0.601, -1.857], [0.555, -0.089, -0.979], [0.640, 0.328, 0.346], [1.453, -0.319, 1.283], [1.776, -1.634, 1.405], [2.575, -2.002, 2.241], [1.020, -2.588, 0.529], [-0.362, -2.612, 0.673], [-1.132, -3.518, -0.037], [-0.514, -4.388, -0.908], [0.869, -4.355, -1.063], [1.420, -5.279, -2.024], [0.787, -6.291, -2.242], [2.461, -4.991, -2.574], [1.677, -3.474, -0.333], [3.164, -3.452, -0.453], [-0.062, 1.453, 0.767], [-0.855, 6.518, 1.215], [-2.411, 7.194, 0.730], [-1.583, 6.043, -0.320], [-3.464, 4.936, 0.941], [-2.717, 5.444, 2.467], [-2.147, 3.686, -0.492], [-1.609, 2.237, -2.138], [-0.330, 0.276, -2.884], [1.133, -0.929, -1.327], [1.825, 0.269, 2.021], [-0.835, -1.922, 1.356], [-2.203, -3.538, 0.086], [-1.081, -5.102, -1.487], [3.608, -2.991, 0.423], [3.568, -4.455, -0.567], [3.460, -2.889, -1.339], [0.019, 1.790, 1.788]], "nbo_charge": [-0.60, -0.49, 0.69, -0.60, -0.61, 0.17, -0.26, -0.18, -0.26, 0.16, -0.61, 0.67, -0.59, -0.14, -0.14, -0.22, -0.16, 0.01, 0.53, -0.38, -0.37, 0.06, -0.65, -0.25, 0.22, 0.22, 0.20, 0.21, 0.24, 0.40, 0.21, 0.22, 0.22, 0.42, 0.23, 0.23, 0.25, 0.24, 0.24, 0.24, 0.25]}